The molecule C17H23N3O4. Source: OMol25; level of theory: ωB97M-V/def2-TZVPD.

Properties
HOMO energy, Eh: -0.3077
Orbital gap, hartree: 0.329
Calculated total energy, a.u.: -1126.772406

Last column: natural (NBO) charge in e.
Geometry (Å):
O 0.1564 -3.0656 3.2266  -0.658
O 1.2962 -2.3066 -0.9184  -0.608
O 1.0714 0.8967 2.4709  -0.645
O 1.8648 4.2211 -4.7354  -0.654
C -1.0359 -2.8277 2.8192  0.671
C 1.6157 -1.1673 -1.0986  0.678
C 0.3748 -0.0756 2.2375  0.679
C 1.4351 3.8173 -2.4313  -0.297
C 0.5295 2.3313 -4.2883  -0.284
C 1.0387 2.8628 -1.5429  -0.195
C -0.0423 1.4170 -3.3843  -0.185
C 1.2817 3.4801 -3.8101  0.319
C 0.3204 1.6849 -1.9926  -0.061
N 2.4047 -0.7004 -2.1276  -0.629
N 0.4894 -0.7009 1.0241  -0.639
N -1.5636 -1.6079 2.8747  -0.446
C -1.8620 -4.0171 2.3238  -0.697
C 3.0673 -1.4523 -3.1597  -0.418
C -2.9817 -1.2442 2.8186  -0.221
C -2.9518 0.2788 3.0146  -0.385
C -0.0803 0.6475 -0.9110  -0.418
C -1.5985 0.6119 3.6740  -0.409
C 1.0481 -0.0873 -0.2331  -0.139
C -0.6155 -0.5150 3.3432  -0.117
H 2.5487 4.7470 -4.3086  0.482
H 1.9121 4.7542 -2.1476  0.217
H 0.2400 2.2965 -5.3639  0.229
H 1.1034 3.0770 -0.5416  0.219
H -0.6901 0.6390 -3.5863  0.219
H 2.3698 0.3017 -2.3736  0.412
H 0.2533 -1.7314 1.0256  0.435
H -2.3170 -3.8362 1.3178  0.228
H -1.2472 -4.8989 2.3544  0.251
H -2.6463 -4.0678 3.1797  0.222
H 2.8756 -0.9024 -4.0884  0.199
H 2.7933 -2.5152 -3.4143  0.227
H 4.1132 -1.4331 -2.9489  0.196
H -3.6826 -1.8227 3.5436  0.201
H -3.2565 -1.3777 1.7705  0.208
H -3.7830 0.6659 3.6234  0.220
H -3.0052 0.6651 1.8944  0.195
H -0.7849 -0.1411 -1.2894  0.218
H -0.7132 1.2075 -0.1919  0.225
H -1.9644 0.6117 4.6341  0.211
H -1.3106 1.4585 3.2617  0.230
H 1.8464 0.4736 0.1922  0.244
H 0.0827 -0.6527 4.2636  0.269


C31H23F4InO7 as an isolated structure. Source: OMol25; level of theory: ωB97M-V/def2-TZVPD.

Properties
Multiplicity: 2
Charge: -1
HOMO energy (alpha / beta), Eh: -0.1777 / -0.1668
Orbital gap (alpha / beta), hartree: 0.202 / 0.191
Calculated total energy, a.u.: -2311.273780

Last column: Mulliken spin population.
Geometry (Å):
In 6.5416 4.1746 13.1739  0.000
C 16.0636 6.7791 10.7487  0.431
C 16.1903 5.9247 9.5400  0.064
C 15.3405 4.6254 9.5214  0.007
O 15.6097 3.6902 8.7439  -0.013
C 14.2445 4.5234 10.4702  0.113
C 14.0115 5.4464 11.4688  -0.058
C 15.0021 6.5832 11.6388  0.024
O 14.8646 7.4367 12.5696  0.269
O 13.0038 5.2217 12.2886  0.026
O 16.8938 6.2275 8.5619  0.149
H 16.7391 7.5988 10.9442  -0.006
H 13.6072 3.6518 10.4449  -0.003
O 10.7663 4.2730 10.4809  0.003
C 9.7370 4.4821 11.2931  0.000
O 9.8529 4.8171 12.4626  0.000
O 8.5745 4.1440 11.0066  0.000
H 11.4699 4.4437 11.1112  -0.003
F 11.2780 7.5140 11.6898  0.001
C 11.2555 8.0530 10.4440  0.003
C 11.0654 9.4221 10.2529  0.000
C 11.2748 9.9681 8.9531  0.000
C 11.6933 9.1939 7.9169  -0.001
C 11.9635 7.7857 8.1696  0.006
C 11.6822 7.2349 9.3992  -0.004
H 10.9817 10.1853 11.0124  0.000
H 11.0918 11.0312 8.8999  0.000
H 11.9816 9.8359 7.0976  0.000
H 12.4971 7.2097 7.4281  0.000
H 12.0521 6.2411 9.6040  -0.008
F 6.2791 2.5830 10.5885  0.000
C 6.0005 2.1384 9.3066  0.000
C 6.9573 2.2096 8.2353  0.000
C 6.6229 1.8079 6.9598  0.000
C 5.4493 1.1500 6.7941  0.000
C 4.5089 0.9809 7.8035  0.000
C 4.8027 1.5020 9.0186  0.000
H 7.8505 2.8041 8.3589  0.000
H 7.2872 1.8408 6.1089  0.000
H 5.1900 0.8975 5.7766  0.000
H 3.6033 0.4503 7.5494  0.000
H 4.1713 1.3143 9.8744  0.000
F 13.8385 2.1790 6.8991  0.000
C 12.7012 2.7523 6.4496  0.001
C 12.4425 2.5760 5.0921  0.000
C 11.3465 3.3429 4.6319  0.000
C 10.4979 4.0589 5.5284  0.000
C 10.7655 4.1248 6.8857  -0.001
C 11.9320 3.5269 7.3154  -0.005
H 13.0915 2.0489 4.4085  0.000
H 11.2227 3.2252 3.5655  0.000
H 9.6287 4.4879 5.0523  0.000
H 10.0758 4.6370 7.5402  0.000
H 12.2100 3.6997 8.3446  0.006
F 12.2414 3.9641 15.3787  0.000
C 12.0669 2.6976 14.9501  0.000
C 12.5580 2.2774 13.7511  0.000
C 12.3410 0.9383 13.4074  0.000
C 11.5965 0.1146 14.1975  0.000
C 11.1438 0.5438 15.4215  0.000
C 11.3411 1.8426 15.7683  0.000
H 13.0851 3.0057 13.1526  -0.002
H 12.5872 0.5221 12.4417  0.000
H 11.3586 -0.8232 13.7177  0.000
H 10.6391 -0.2116 16.0055  0.000
H 10.8893 2.2069 16.6791  0.000


C4H5CuO2 as an isolated structure. Source: OMol25; level of theory: ωB97M-V/def2-TZVPD.

Properties
Multiplicity: 3
HOMO energy (alpha / beta), Eh: -0.2175 / -0.3316
Orbital gap (alpha / beta), hartree: 0.216 / 0.254
Calculated total energy, a.u.: -1946.158593

Last column: Mulliken spin population.
Geometry (Å):
O -2.2584 -1.7388 -0.6685  0.876
C -1.1071 -1.0367 -0.8296  -0.007
H 0.2393 -1.3146 0.8067  -0.001
H -1.1969 -0.1091 -1.4572  0.045
H -0.2959 -1.6411 -1.3168  0.080
C -0.5503 -0.5727 0.5369  0.009
C -0.0621 0.8564 0.5177  -0.023
C 1.1891 1.1953 0.6036  0.081
O 2.3322 1.5093 0.6433  -0.149
Cu 3.8020 1.8398 -0.5128  1.095
H -1.3285 -0.6718 1.3100  -0.003
H -0.7633 1.6841 0.3667  -0.003